[1]
Here is one molecule with the formula C4H8FNO in a non-equilibrium geometry from the OMol25 dataset. Energies are from ωB97M-V/def2-TZVPD.

Output
Gap between HOMO and LUMO, eV: 10.5164
Molecular weight, g mol⁻¹: 105.1
SMILES: CC/C(CF)=N\O
HOMO level, eV: -9.682

```
15
Properties=species:S:1:pos:R:3:lowdin_charge:R:1
C 0.893 -1.884 -0.004 -0.120
C 0.953 -0.434 -0.368 -0.255
C -0.280 0.291 0.046 -0.322
C 0.054 0.705 1.381 -0.117
H 1.209 -2.096 1.074 0.090
H -0.072 -2.480 -0.419 0.129
H 1.647 -2.549 -0.485 0.067
H 1.821 0.149 0.120 0.137
H 1.035 -0.168 -1.462 0.130
H -0.855 1.123 1.953 0.147
H 0.543 -0.101 1.962 0.121
H -2.373 -0.591 -1.970 0.137
N -1.501 0.155 -0.466 0.051
O -1.416 -0.341 -1.753 -0.086
F 1.016 1.809 1.132 -0.107
```



[2]
Here is C21H23IN5O2S4SbW as an isolated structure from the OMol25 dataset. Energies are from ωB97M-V/def2-TZVPD.

Output
Gap between HOMO and LUMO (alpha / beta), eV: 4.7506 / 6.1524
Molecular weight, g mol⁻¹: 938.2
Spin multiplicity: 3
HOMO level (alpha / beta), eV: -0.863 / -2.281
Charge: -2

```
58
Properties=species:S:1:pos:R:3:lowdin_spin:R:1
W -0.001 1.139 -0.413 -0.018
C 1.385 -1.109 3.220 0.105
C 0.704 -0.491 4.284 0.034
C -0.100 0.581 4.031 0.051
C -0.252 1.059 2.703 0.095
N 0.396 0.423 1.675 0.130
C 1.191 -0.616 1.952 0.004
C -1.023 2.184 2.351 0.139
C -1.756 2.969 3.281 0.036
C -2.413 4.089 2.880 0.066
C -2.351 4.466 1.515 0.110
C -1.662 3.657 0.652 0.011
N -1.024 2.531 1.013 0.158
H 2.037 -1.958 3.373 0.007
H 0.816 -0.857 5.298 0.000
H -0.624 1.071 4.838 0.003
H 1.692 -1.048 1.099 -0.002
H -1.789 2.664 4.317 0.001
H -2.975 4.679 3.594 0.003
H -2.846 5.351 1.141 0.008
H -1.613 3.912 -0.395 -0.001
S -3.145 -0.046 -3.710 -0.005
Sb -2.794 -1.221 -1.793 -0.004
S -2.285 0.119 0.098 0.016
S -1.801 -3.312 -1.835 0.415
S -4.634 -2.492 -1.077 0.574
C 0.904 -5.779 -1.191 0.003
C 1.746 -4.710 -0.481 0.001
C 2.118 -3.593 -1.465 0.006
C 0.972 -4.131 0.709 0.001
C 2.978 -5.355 0.019 0.000
N 3.929 -5.867 0.418 0.000
H -0.010 -5.315 -1.561 0.004
H 0.638 -6.583 -0.503 0.000
H 1.452 -6.205 -2.034 0.000
H 1.199 -3.146 -1.844 0.009
H 2.700 -3.989 -2.300 0.000
H 2.694 -2.808 -0.975 0.000
H 0.088 -3.611 0.334 0.001
H 1.585 -3.420 1.261 0.000
H 0.656 -4.922 1.392 0.000
C 1.428 2.730 0.284 0.016
H 1.084 3.729 0.023 0.000
H 1.566 2.694 1.364 0.000
I 3.458 2.728 -0.464 0.009
C 0.306 2.311 -2.147 0.003
C 0.804 2.936 -3.281 0.000
C -0.134 3.503 -4.132 0.000
C -1.500 3.425 -3.861 0.000
C -1.920 2.774 -2.715 0.000
N -0.983 2.291 -1.906 0.000
H 1.864 2.962 -3.489 0.000
H 0.195 4.000 -5.039 0.000
H -2.230 3.825 -4.550 0.000
H -2.954 2.629 -2.439 0.000
O 1.708 0.120 -0.746 0.000
N 0.579 -0.711 -0.826 0.003
O -0.051 -0.256 -1.947 0.006
```



[3]
Here is C29H48NP3RhS2 as an isolated structure in a non-equilibrium geometry from the OMol25 dataset. Energies are from ωB97M-V/def2-TZVPD.

Output
Gap between HOMO and LUMO (alpha / beta), eV: 5.2322 / 3.8489
Molecular weight, g mol⁻¹: 670.7
Spin multiplicity: 5
HOMO level (alpha / beta), eV: -13.069 / -15.886
Charge: +3

```
84
Properties=species:S:1:pos:R:3:lowdin_spin:R:1
Rh 0.355 0.567 -0.128 1.650
P 2.217 1.647 0.915 0.114
P -1.348 2.131 0.251 0.146
P 0.882 1.401 -2.170 0.110
H -0.757 -1.913 -0.448 0.020
C 0.036 -1.438 -1.030 0.179
C 1.348 -1.371 -0.498 0.083
H 1.545 -1.815 0.477 0.006
C 2.753 1.202 2.630 0.029
C 2.130 3.471 1.070 0.018
C 3.784 1.329 0.017 0.013
C -2.879 1.354 -0.368 0.050
C -1.831 2.686 1.942 0.027
C -1.293 3.774 -0.564 0.001
C 2.117 0.357 -3.038 0.021
C 1.570 3.081 -2.375 0.023
C -0.629 1.469 -3.194 0.023
H -0.110 -1.432 -2.114 0.014
H 2.207 -1.308 -1.166 0.002
H 2.835 0.114 2.759 0.000
H 2.069 1.596 3.394 0.000
H 3.748 1.632 2.825 0.006
H 1.225 3.765 1.619 0.001
H 2.136 3.979 0.098 0.000
H 3.011 3.799 1.643 0.004
H 3.909 0.249 -0.130 0.001
H 4.612 1.693 0.641 0.004
H 3.840 1.826 -0.958 0.000
H -3.693 2.085 -0.269 0.011
H -3.105 0.461 0.231 0.001
H -2.775 1.054 -1.417 0.001
H -2.481 3.573 1.859 0.004
H -0.939 2.959 2.524 0.000
H -2.369 1.894 2.483 0.001
H -2.189 4.313 -0.222 0.002
H -1.309 3.717 -1.657 0.000
H -0.404 4.330 -0.240 0.000
H 2.339 0.749 -4.037 0.005
H 1.768 -0.673 -3.162 0.001
H 3.054 0.329 -2.472 0.000
H 1.663 3.270 -3.452 0.006
H 2.563 3.199 -1.931 0.000
H 0.914 3.848 -1.954 0.000
H -0.345 1.710 -4.225 0.006
H -1.355 2.212 -2.854 0.000
H -1.143 0.503 -3.182 0.002
C -0.178 -2.231 -6.397 0.250
C -1.310 -2.289 -7.230 0.084
C -1.588 -3.451 -7.956 0.047
C -0.728 -4.552 -7.896 0.256
C 0.451 -4.454 -7.150 0.070
C 0.743 -3.295 -6.421 0.064
S 0.107 -0.768 -5.465 0.182
H -0.896 -0.929 -4.479 0.028
H -1.936 -1.399 -7.302 0.001
H -2.476 -3.480 -8.584 -0.001
H -0.959 -5.460 -8.457 0.009
H 1.157 -5.280 -7.154 0.001
H 1.685 -3.179 -5.887 0.000
N -0.058 -0.182 1.794 0.312
S -1.331 -0.921 2.506 0.049
C -1.710 -0.017 4.047 0.016
C -0.816 0.887 4.617 0.002
C -1.159 1.573 5.793 0.000
C -2.380 1.312 6.426 0.000
C -3.266 0.384 5.862 0.001
C -2.945 -0.266 4.666 0.003
C -0.620 -2.373 3.336 0.019
C -1.420 -3.089 4.238 0.003
C -0.864 -4.132 4.978 0.002
C 0.474 -4.498 4.782 0.000
C 1.254 -3.812 3.845 0.000
C 0.706 -2.746 3.120 0.004
H 0.662 -0.093 2.518 0.007
H 0.131 1.101 4.125 0.001
H -0.469 2.305 6.206 0.000
H -2.638 1.827 7.354 0.000
H -4.220 0.165 6.346 0.000
H -3.642 -0.960 4.194 0.000
H -2.463 -2.805 4.366 0.000
H -1.483 -4.656 5.709 0.000
H 0.904 -5.317 5.358 0.000
H 2.293 -4.092 3.673 0.000
H 1.314 -2.202 2.395 0.002
```



[4]
Here is C9H17GeN3O4Ru as an isolated structure in a non-equilibrium geometry from the OMol25 dataset. Energies are from ωB97M-V/def2-TZVPD.

Output
Gap between HOMO and LUMO (alpha / beta), eV: 7.7324 / 7.3118
Molecular weight, g mol⁻¹: 404.9
Spin multiplicity: 6
HOMO level (alpha / beta), eV: -4.882 / -5.356
Charge: -1

```
35
Properties=species:S:1:pos:R:3:lowdin_spin:R:1
Ru 0.027 -0.247 0.549 3.838
N 2.506 0.185 0.833 0.114
C 2.887 0.115 2.239 0.007
C 2.011 -0.876 3.011 0.023
O 2.438 -1.339 4.071 0.030
N 0.823 -1.082 2.447 0.162
C -0.146 -1.904 3.128 0.014
C -1.000 -2.694 2.104 0.014
O -1.511 -3.748 2.457 0.021
O -1.127 -2.125 0.957 0.179
H 2.827 -0.628 0.324 0.003
H 2.851 1.018 0.377 0.003
H 2.716 1.092 2.696 0.000
H 3.934 -0.156 2.397 0.004
H -0.866 -1.277 3.671 0.001
H 0.314 -2.592 3.834 0.003
C -2.413 -0.090 -1.729 0.019
Ge -0.664 0.567 -2.391 0.051
C -0.391 2.477 -1.945 0.005
C -0.755 0.507 -4.386 0.020
C 0.732 -0.510 -1.578 0.207
H -3.172 0.692 -1.737 0.001
H -2.317 -0.456 -0.704 0.006
H -2.768 -0.923 -2.337 0.002
H -1.298 3.053 -2.131 0.000
H 0.414 2.904 -2.545 0.000
H -0.139 2.573 -0.890 0.002
H -1.606 1.100 -4.729 0.002
H -0.880 -0.516 -4.743 0.000
H 0.153 0.919 -4.829 0.000
H 1.747 -0.206 -1.830 0.019
H 0.602 -1.580 -1.760 0.025
O -2.972 2.360 2.200 0.049
C -1.983 1.906 1.727 0.056
N -0.975 1.483 1.244 0.120
```